(1)
Entry from the OMol25 dataset: a cluster of 2 separate species, CH4FIP2 in total at a distorted geometry (ωB97M-V with the def2-TZVPD basis set).

## Properties
LUMO (spin up / spin down)   -3.32 / -3.39 eV
Orbital gap (spin up / spin down)   4.675 / 4.705 eV

Structure (XYZ):
```
9
Properties=species:S:1:pos:R:3:forces:R:3
C 1.334219 0.210458 -0.430494 -2.4627 5.2704 0.8975
F -0.799794 -2.115317 -0.588576 -0.0520 0.7135 1.1262
P -0.412708 0.655515 0.237581 1.2914 0.2464 0.9779
P -0.964775 -1.312636 0.816028 -1.1862 -0.1491 -1.3366
I -3.906221 1.066751 -0.102995 0.6203 -0.7858 0.3556
H 1.788202 1.225009 -0.419326 0.2137 -0.9337 0.1055
H 1.208816 -0.090352 -1.375272 -0.2293 -1.3611 -3.5534
H 1.684437 -0.450649 0.207783 2.4832 -2.9607 2.5984
H 0.067828 0.811222 1.655273 -0.6783 -0.0397 -1.1711
```
Forces are in eV/Å.

---

(2)
Entry from the OMol25 dataset: an isolated molecule of CH4FIP2 at a distorted geometry (ωB97M-V with the def2-TZVPD basis set).

## Properties
LUMO (spin up / spin down)   -1.81 / -1.81 eV
Orbital gap (spin up / spin down)   7.431 / 7.430 eV
SMILES string   C[PH]#P(F)I

Structure (XYZ):
```
9
Properties=species:S:1:pos:R:3:forces:R:3
C 0.305936 -0.539894 -0.295624 -0.1870 0.2969 -0.7232
P -1.273262 0.438645 -0.215473 -0.6331 -0.7445 -1.4490
P -2.549029 -1.280839 0.386231 -1.4115 1.2329 -1.7559
F -2.491940 -1.856443 -1.168034 -0.2738 0.2409 1.4551
I -5.065101 0.376378 0.396687 1.9160 -1.2539 -0.0208
H 0.191955 -1.045779 -1.316237 1.2093 1.2169 1.0545
H 0.312055 -1.395216 0.376025 0.3358 0.2368 0.4878
H 1.116174 0.260333 -0.033865 -1.0432 -1.9610 -1.1034
H -1.127408 0.901789 1.026506 0.0875 0.7350 2.0550
```
Forces are in eV/Å.

---

(3)
Entry from the OMol25 dataset: a structure of composition CH4FN2 at a distorted geometry (ωB97M-V with the def2-TZVPD basis set).

## Properties
LUMO   -5.17 eV
Orbital gap   12.376 eV
Net charge   +1

Structure (XYZ):
```
8
Properties=species:S:1:pos:R:3:forces:R:3
C 0.001594 -0.003710 -0.003619 6.3457 -3.7449 -1.2977
N -0.737512 0.723183 0.347110 -7.0135 4.2008 2.6328
N 1.094228 -0.597044 -0.426237 -1.1322 -2.0865 -1.5306
F 0.636311 1.919713 -1.648779 3.3340 -4.5478 1.6900
H -1.645292 1.077176 0.679134 0.9093 0.0792 -0.1682
H 1.270678 1.011107 -1.307028 -2.9534 4.8707 -2.3521
H 0.783760 -1.444094 -1.056568 1.7767 1.7795 1.4748
H 1.999812 -0.522509 0.099214 -1.2666 -0.5510 -0.4491
```
Forces are in eV/Å.